Below is a 13-piece molecular cluster, C49H72F3O27S overall at a distorted geometry, with properties calculated with ωB97M-V/def2-TZVPD.

total charge	-1
molecular weight	1182.15	u
gap between HOMO and LUMO	9.47	eV
LUMO	1.736	eV
ΔE to the lowest compared entry with this formula, charge and spin	8.1	kJ/mol
highest occupied orbital energy	-7.732	eV

Last column: Mulliken charge in e.
CARTESIAN COORDINATES (ANGSTROEM)
1 S -9.62 -6.90 15.02  1.1626
2 F -12.20 -6.56 15.20  -0.2088
3 F -11.17 -6.84 17.13  -0.1823
4 F -11.61 -8.52 15.82  -0.0378
5 O -5.30 -1.05 14.11  -0.6239
6 O -7.37 -11.55 19.98  -0.6001
7 O -3.93 -9.57 18.51  -0.4268
8 O -12.25 -1.86 17.47  -0.3670
9 O -8.40 -4.72 10.05  -0.6353
10 O -4.17 -7.36 14.48  -0.6688
11 O -14.42 -6.98 11.55  -0.5066
12 O -17.38 -6.41 18.52  -0.4002
13 O -9.48 -11.41 20.71  -0.3939
14 O -15.97 -8.57 11.64  -0.3621
15 O -5.60 -8.31 19.28  -0.6516
16 O -9.82 -11.99 16.77  -0.1849
17 O -8.72 -7.89 15.63  -0.6007
18 O -12.82 -10.45 14.01  -0.3914
19 O -6.92 -2.46 14.61  -0.2692
20 O -5.10 -6.93 12.49  -0.3780
21 O -13.49 -10.33 11.90  -0.4389
22 O -9.26 -5.53 15.36  -0.4213
23 O -15.38 -10.49 20.07  -0.6335
24 O -6.15 -10.44 13.53  -0.2992
25 O -17.93 -6.86 16.42  -0.6152
26 O -9.80 -7.13 13.59  -0.1693
27 O -10.87 -13.89 17.31  -0.6353
28 O -11.21 -0.34 16.24  -0.6584
29 O -5.80 -12.33 12.44  -0.6747
30 O -10.47 -5.43 10.02  -0.4009
31 O -15.18 -10.23 17.87  -0.2594
32 C -4.91 -6.69 13.82  0.4074
33 C -5.90 -5.89 11.91  0.1872
34 C -5.92 -4.78 12.94  -0.2273
35 C -15.00 -10.92 19.01  0.5520
36 C -16.92 -9.06 12.59  -0.7961
37 C -5.14 -8.99 18.40  0.4784
38 C -5.78 -5.50 14.26  0.6223
39 C -12.39 -3.64 16.03  0.6431
40 C -12.01 -2.43 15.19  0.3251
41 C -12.97 -9.84 10.65  -0.4819
42 C -8.28 -2.47 15.07  0.6874
43 C -10.41 -13.19 16.45  0.4034
44 C -7.18 -10.58 11.44  -0.4540
45 C -11.24 -7.24 15.87  -0.5377
46 C -13.01 -3.06 17.27  -0.5272
47 C -5.89 -9.58 17.21  0.7413
48 C -7.01 -9.30 13.45  3.1664
49 C -17.09 -6.78 17.27  0.3744
50 C -6.38 -1.25 14.60  0.3221
51 C -8.43 -10.99 19.97  0.3528
52 C -6.30 -11.24 12.46  0.2938
53 C -9.35 -12.36 14.47  -0.1714
54 C -4.77 -10.26 16.42  -0.2231
55 C -9.50 -11.25 15.56  1.3884
56 C -7.38 -0.22 15.09  -0.5110
57 C -13.72 -11.99 17.37  0.3250
58 C -11.55 -9.34 10.93  -0.4899
59 C -15.59 -7.05 17.14  1.3512
60 C -14.56 -10.88 16.76  0.1947
61 C -9.98 -9.26 19.97  -0.5603
62 C -11.67 -5.40 10.78  0.4610
63 C -3.78 -10.60 17.54  -0.5756
64 C -11.74 -1.41 16.29  0.2909
65 C -10.18 -13.53 15.00  -0.5776
66 C -12.65 -10.03 12.89  -0.1821
67 C -14.41 -12.27 18.71  -0.8898
68 C -11.58 -9.07 12.44  2.6480
69 C -15.66 -7.34 13.60  0.5722
70 C -16.19 -6.18 19.27  -0.5385
71 C -9.46 -4.78 10.61  0.1415
72 C -8.51 -1.07 15.67  -0.2858
73 C -16.33 -8.68 13.94  0.0019
74 C -10.59 -10.50 20.58  -0.1559
75 C -11.42 -4.39 11.89  0.0678
76 C -9.89 -4.21 11.94  1.1793
77 C -7.37 -9.15 11.98  0.2082
78 C -8.81 -9.76 19.15  1.1231
79 C -15.27 -7.56 12.16  0.3879
80 C -15.17 -7.12 18.61  -0.1926
81 H -11.93 -8.05 12.63  -0.6314
82 H -13.89 -10.18 16.26  -0.1745
83 H -12.85 -1.93 14.69  0.3978
84 H -6.94 0.32 15.92  0.2691
85 H -8.85 -2.58 14.15  -0.8430
86 H -16.44 -6.58 13.64  0.3897
87 H -15.80 -5.16 19.24  0.1807
88 H -6.49 -8.40 13.78  -1.5189
89 H -4.02 -11.56 18.01  0.2455
90 H -12.78 -3.69 18.13  0.3393
91 H -15.36 -8.13 18.95  -0.0447
92 H -8.58 -10.70 15.73  -0.4657
93 H -15.19 -13.02 18.61  0.3154
94 H -6.89 -4.30 12.78  -0.1621
95 H -4.28 -9.55 15.75  0.1303
96 H -10.67 -8.74 19.30  0.0729
97 H -11.75 -4.74 12.87  -0.5390
98 H -11.49 -4.19 16.33  -0.3535
99 H -9.70 -8.51 20.71  0.3376
100 H -9.47 -0.66 15.39  0.1788
101 H -7.98 -9.07 19.03  0.2835
102 H -15.37 -7.94 16.56  -0.7391
103 H -6.40 -8.79 16.66  -0.0394
104 H -6.67 -8.48 11.48  0.1206
105 H -16.37 -6.48 20.30  0.4366
106 H -6.92 -6.27 11.78  -0.3033
107 H -8.46 -1.03 16.76  0.3433
108 H -12.91 -4.41 15.46  0.1467
109 H -12.70 -11.63 17.55  -0.5796
110 H -8.30 -12.62 14.35  0.3050
111 H -8.14 -11.09 11.33  0.0502
112 H -7.89 -9.50 14.06  -1.3110
113 H -6.67 -10.23 17.62  -0.4448
114 H -10.74 -10.04 10.71  0.1973
115 H -8.54 -3.27 15.75  0.3191
116 H -9.68 -11.89 13.54  0.0962
117 H -14.83 -7.14 14.28  -0.5651
118 H -12.57 -5.10 10.26  0.4532
119 H -2.78 -10.69 17.13  0.4150
120 H -15.17 -6.13 16.72  -0.1746
121 H -17.82 -8.46 12.38  0.3306
122 H -5.32 -4.97 15.09  0.4990
123 H -5.11 -11.12 15.86  0.3391
124 H -9.44 -4.59 12.86  -0.9573
125 H -11.39 -10.87 19.94  0.0012
126 H -9.09 -10.09 18.15  -0.8445
127 H -17.10 -8.60 14.71  0.5201
128 H -15.59 -9.45 14.18  -0.2823
129 H -11.14 -2.56 14.57  -0.5038
130 H -6.74 -5.88 14.61  -0.6003
131 H -13.77 -12.67 19.50  0.3807
132 H -14.07 -2.84 17.13  0.2605
133 H -11.17 -13.59 14.54  0.2067
134 H -10.67 -9.23 12.99  -1.0560
135 H -10.29 -10.58 15.23  -0.6926
136 H -7.75 0.46 14.33  0.2906
137 H -8.36 -8.73 11.85  -0.1300
138 H -5.12 -4.07 12.76  0.3341
139 H -12.98 -10.54 9.82  0.4055
140 H -15.24 -11.27 16.00  0.1453
141 H -17.16 -10.11 12.44  0.3735
142 H -11.85 -6.39 11.20  -0.6731
143 H -6.63 -10.58 10.50  0.4156
144 H -9.72 -3.14 12.03  0.5151
145 H -14.13 -6.88 18.83  0.3910
146 H -11.95 -3.47 11.67  0.4283
147 H -13.57 -8.96 10.43  0.2294
148 H -11.00 -10.24 21.55  0.3609
149 H -5.53 -5.64 10.92  0.4128
150 H -9.66 -14.47 14.86  0.3083
151 H -11.41 -8.46 10.30  0.2418
152 H -13.51 -12.88 16.77  0.6283